# 1
Formula: C3H12N3S
Source: the OMol25 dataset
Level of theory: the ωB97M-V functional and the def2-TZVPD basis

The geometry in XYZ format:
```
19
Properties=species:S:1:pos:R:3:mulliken_charge:R:1
C 0.66638 -1.34691 -0.72649 -1.287
C 1.56363 2.02960 0.78773 -0.899
C 1.48320 -0.22821 -0.19720 0.836
N -0.53202 0.97303 0.22024 -0.596
N 0.89036 0.87041 0.35715 0.302
N -2.48555 -0.82690 0.06390 -0.879
S 3.23308 -0.37780 -0.19981 -0.176
H 0.13060 -1.96134 0.08903 0.346
H -0.17689 -1.20089 -1.34478 0.388
H 1.37641 -1.98139 -1.34844 0.309
H 2.45498 2.23697 0.07788 0.344
H 0.87541 2.86153 0.68981 0.318
H 1.85594 2.14021 1.74618 0.329
H -1.07092 0.09257 0.11117 0.498
H -0.78957 1.77965 -0.32789 0.226
H -3.07125 -0.34418 -0.53397 0.237
H -2.83450 -0.61222 0.98611 0.251
H -2.51595 -1.82804 -0.23419 0.254
H 3.45586 -1.65801 -0.41354 0.198
```

Values from the calculation:
**LUMO energy**: -0.152 Eh
**E**: -18602.867 eV
**Energy relative to the best compared isomer or geometry (same formula, charge and spin)**: 3.3727 eV
**Orbital gap**: 9.1 eV
**Largest force on an atom**: 0.096 hartree/bohr
**Charge**: +1

# 2
Formula: C3H12N3S
Source: the OMol25 dataset
Level of theory: the ωB97M-V functional and the def2-TZVPD basis

The geometry in XYZ format:
```
19
Properties=species:S:1:pos:R:3:mulliken_charge:R:1
C 1.24432 -0.19125 1.46886 -1.227
C 0.21302 -1.83434 -0.93325 -0.746
C 0.79063 0.23385 0.16831 0.866
N 1.01945 1.93650 -0.24739 -0.727
N 0.35919 -0.36152 -0.84523 0.410
N 0.10478 0.22254 -2.04444 -0.794
S -2.84758 0.15963 0.86295 -0.328
H 0.40350 -0.14109 2.09478 0.293
H 1.91358 0.59282 1.78288 0.355
H 1.66913 -1.22354 1.54517 0.386
H 1.07447 -2.33503 -1.39597 0.332
H 0.17615 -2.17926 0.11363 0.300
H -0.67355 -2.01948 -1.65057 0.277
H 1.53304 2.57522 0.41761 0.273
H -0.04825 2.16110 -0.30783 0.282
H 0.46284 1.17913 -1.98083 0.414
H -2.83597 1.34028 1.42663 0.163
H -0.90265 0.11666 -2.24730 0.298
H -3.65610 -0.23221 1.77198 0.174
```

Values from the calculation:
**LUMO energy**: -0.134 Eh
**E**: -18601.791 eV
**Energy relative to the best compared isomer or geometry (same formula, charge and spin)**: 4.4482 eV
**Orbital gap**: 9.8 eV
**Largest force on an atom**: 0.125 hartree/bohr
**Charge**: +1